# 1
17
Properties=species:S:1:pos:R:3:forces:R:3 method="wB97M-V/def2-TZVPD" e_tot_ev=-20249.75492 homo_ev=0.46 gap_ha=0.208 total_charge=-2 e_above_lowest_kcal_mol=13.2
C 0.0147 -0.1617 -0.2884 0.47 1.25 -0.50
O 0.7427 0.8087 -1.0134 0.39 -0.80 -0.06
C -1.2014 0.4779 0.4046 0.40 -1.03 0.95
C -2.2427 -0.5317 0.9192 -0.36 0.43 -0.45
S -3.6509 0.2094 1.8594 0.02 -0.10 -0.10
H 0.7084 -0.5743 0.4675 -0.37 -0.39 0.23
H -0.2823 -0.9921 -0.9609 -0.28 -0.08 0.13
H -0.7918 0.9820 1.2840 -0.14 0.38 -0.11
H -1.6453 1.2181 -0.2548 -0.13 0.01 -0.10
H -2.6307 -1.0502 0.0301 -0.08 -0.11 0.18
H -1.7900 -1.2879 1.5647 0.27 0.02 -0.09
H 2.7441 2.4352 0.4079 -0.04 0.06 -0.05
H 1.7630 1.2500 -0.0261 -0.09 0.34 0.36
O 2.3892 1.6230 0.7748 -0.10 -0.34 -0.50
H 1.8431 -2.2062 -1.4209 0.44 1.07 -0.52
H 1.7233 -0.7070 -1.8298 -0.05 0.51 0.46
O 2.3067 -1.4933 -1.9180 -0.36 -1.21 0.16


# 2
82
Properties=species:S:1:pos:R:3:forces:R:3 method="wB97M-V/def2-TZVPD" e_tot_ev=-106592.57389 homo_ev=-1.22 gap_ha=0.176 total_charge=-2 e_above_lowest_kcal_mol=0.0
Fe -0.6954 0.0110 0.7472 0.32 0.34 0.47
I -6.7097 1.6852 -3.6278 -0.01 0.00 0.00
C -4.9491 1.6445 -2.4891 0.00 -0.02 -0.01
C -3.9994 2.6388 -2.6541 0.01 0.01 0.01
C -2.8570 2.5930 -1.8817 0.01 0.00 -0.01
I -1.4189 4.0944 -2.0909 0.01 -0.01 -0.01
C -2.5715 1.5733 -0.9272 -0.02 0.02 0.03
O -1.5215 1.6218 -0.2131 0.03 -0.28 -0.11
C -3.5902 0.5664 -0.8035 0.04 -0.02 0.00
C -3.4245 -0.6028 0.1437 -0.10 -0.05 0.05
N -2.6186 -0.2915 1.3219 0.43 -0.33 -0.02
C -3.0899 0.8341 2.1121 -0.09 0.08 0.01
C -1.9518 1.4902 2.8383 -0.01 0.02 0.05
C -2.1776 2.2931 3.9491 0.03 0.03 0.00
C -1.1015 2.8986 4.5710 -0.02 0.00 0.01
C 0.1709 2.6723 4.0733 -0.01 -0.02 -0.01
C 0.3168 1.8481 2.9699 0.01 0.07 -0.02
N -0.7236 1.2838 2.3560 -0.09 -0.18 -0.19
C -4.7431 0.6289 -1.5635 0.00 -0.01 -0.01
H -4.1457 3.4399 -3.3656 0.00 0.00 0.00
H -2.9033 -1.4140 -0.3656 -0.03 0.00 -0.01
H -4.4244 -0.9641 0.4279 -0.02 0.06 0.02
H -2.4837 -1.0932 1.9470 -0.17 0.11 0.04
H -3.8588 0.5360 2.8326 0.04 -0.02 0.01
H -3.5272 1.5775 1.4403 0.00 -0.02 -0.03
H -3.1870 2.4191 4.3199 -0.01 -0.01 0.00
H -1.2530 3.5258 5.4423 0.00 0.00 0.00
H 1.0467 3.1042 4.5385 0.01 0.00 -0.01
H 1.2851 1.5981 2.5558 -0.05 0.01 0.05
H -5.4994 -0.1365 -1.4271 0.00 0.00 0.00
C -1.4073 -0.7448 6.0029 -0.01 -0.01 0.00
C -1.1547 -1.1154 4.5391 0.06 -0.06 0.04
O -2.1934 -1.2452 3.8396 -0.07 -0.02 -0.13
C 0.1761 -1.3037 4.1745 0.00 0.09 0.03
C 0.7424 -1.7643 2.9385 0.08 -0.09 -0.04
C 2.0381 -2.5385 3.0760 -0.02 0.01 -0.01
N 0.2554 -1.5722 1.7468 -0.23 0.19 -0.08
N 0.9058 -2.3289 0.7536 -0.03 -0.05 -0.05
C 0.2669 -2.2203 -0.3737 -0.02 0.00 0.07
O -0.7861 -1.5209 -0.5821 -0.01 0.25 -0.10
C 0.8479 -2.9389 -1.5513 0.01 -0.05 0.00
C 0.2031 -2.8453 -2.7810 -0.01 0.01 -0.01
C 0.7399 -3.4564 -3.9065 0.00 -0.01 0.01
C 1.9357 -4.1560 -3.8184 0.00 0.01 0.00
C 2.5902 -4.2426 -2.5934 0.00 0.00 0.00
C 2.0492 -3.6419 -1.4674 -0.02 -0.02 0.00
H -1.9121 0.2241 6.0343 0.00 -0.01 0.00
H -2.0861 -1.4821 6.4394 0.00 0.00 0.00
H -0.4957 -0.6901 6.5997 0.01 0.01 0.00
H 0.8801 -1.2712 4.9982 0.02 0.03 -0.02
H 2.3352 -2.5972 4.1229 -0.01 0.02 0.00
H 1.9291 -3.5446 2.6716 -0.01 -0.02 0.02
H 2.8150 -2.0393 2.4936 -0.01 -0.03 0.00
H -0.7015 -2.2529 -2.8302 0.00 0.00 0.00
H 0.2339 -3.3663 -4.8611 0.00 0.00 0.00
H 2.3658 -4.6172 -4.7004 0.00 0.00 0.00
H 3.5334 -4.7726 -2.5211 0.00 0.00 0.00
H 2.5463 -3.6875 -0.5072 0.00 0.00 0.00
C 2.5843 3.3467 -1.8548 -0.03 0.00 0.00
C 2.4016 2.2882 -2.9370 -0.04 0.00 -0.03
C 2.4548 0.8427 -2.4025 0.01 0.01 0.01
C 2.5271 -0.1795 -3.5657 -0.04 -0.02 0.01
C 1.5329 -0.0017 -4.7084 0.01 -0.01 -0.01
C 3.7473 0.6812 -1.6353 0.04 0.00 -0.04
O 4.8540 0.7737 -2.1510 -0.02 0.01 0.00
N 3.6025 0.4384 -0.3157 0.00 -0.01 -0.02
C 2.4040 0.4612 0.4449 -0.03 0.01 0.08
O 2.5820 0.4188 1.6590 0.06 -0.04 -0.07
N 1.2153 0.5325 -0.1783 -0.18 -0.15 -0.13
C 1.1765 0.6224 -1.5536 0.12 0.01 0.03
O 0.1379 0.5817 -2.1846 -0.03 0.12 0.03
H 2.4952 4.3484 -2.2815 0.00 0.00 0.01
H 3.5657 3.2705 -1.3797 0.00 0.01 0.00
H 1.8174 3.2475 -1.0835 0.00 0.00 0.01
H 3.1659 2.3969 -3.7121 0.03 0.00 0.03
H 1.4227 2.4157 -3.4018 0.01 0.00 -0.03
H 2.4138 -1.1835 -3.1451 0.00 0.02 0.00
H 3.5442 -0.1124 -3.9585 0.00 -0.02 -0.01
H 0.5102 0.0131 -4.3399 0.01 -0.01 -0.01
H 1.6435 -0.8336 -5.4095 0.02 0.02 -0.01
H 1.7155 0.9235 -5.2604 -0.01 0.01 0.01
H 4.4404 0.3634 0.2404 -0.01 0.02 0.02